Density functional theory data (wB97M-V/def2-TZVPD) for 9 unconnected molecules or ions with the total composition C26H62N2O25S5 in a non-equilibrium geometry.

Output
LUMO level: -0.40 eV
frontier orbital gap: 8.847 eV
ΔE to the lowest compared entry with this formula, charge and spin: 21.01 kcal/mol

The geometry in XYZ format:
```
120
Properties=species:S:1:pos:R:3:mulliken_charge:R:1
C -2.75645 -1.71510 -4.20346 -1.12
N -2.61574 -3.09451 -3.44374 0.43
C -3.57487 -2.93513 -2.33430 -1.37
C -2.98939 -4.23249 -4.29235 -0.94
C -1.22745 -3.18093 -2.80595 0.32
C -1.04994 -4.38280 -1.96445 -0.61
O 0.31670 -4.15608 -1.44903 -0.59
H -3.88228 -1.84213 -4.62297 0.34
H -2.02317 -1.85254 -4.93675 0.46
H -2.59044 -1.01185 -3.47096 0.37
H -4.57648 -2.81813 -2.72014 0.57
H -3.61050 -2.47873 -1.33966 0.22
H -3.85392 -3.89102 -1.96212 0.61
H -2.94509 -5.20420 -3.76745 0.38
H -2.29812 -4.53273 -5.16447 0.33
H -3.95187 -4.23637 -4.65836 0.45
H -0.96898 -2.17875 -2.30775 -0.49
H -0.42598 -3.04274 -3.57872 0.48
H -1.05845 -5.28529 -2.43862 0.40
H -1.75736 -4.49094 -1.11751 0.27
H 0.47868 -3.58025 -0.72028 0.52
N -0.74228 -1.26086 0.46609 0.81
O -1.78338 -1.04383 -0.20028 -0.79
O -0.34919 -0.26942 1.12638 -0.34
O 0.04971 -2.18870 0.31149 -0.82
O -4.95294 1.50162 3.79637 -0.60
S -5.66089 1.24392 2.59111 1.25
O -5.07166 1.86561 1.41274 -0.62
O -5.29451 -0.41825 2.29884 -0.46
C -3.91468 -0.75452 2.35496 0.32
C -3.62538 -2.20837 1.96545 0.33
C -7.42284 1.41024 2.47353 -1.09
H -3.33793 -0.58924 3.21509 0.19
H -3.42466 -0.21853 1.62248 0.15
H -4.42908 -2.94354 2.39130 0.33
H -2.46311 -2.40737 2.30437 0.07
H -3.48236 -2.35330 1.01136 -0.81
H -7.97957 1.20085 1.54357 0.32
H -7.55863 2.38948 2.88722 0.39
H -7.97429 0.80501 3.13698 0.43
O 2.11538 -1.96345 4.47635 -0.57
S 3.44429 -2.02917 3.89379 1.09
O 4.62072 -1.55264 4.45798 -0.64
O 3.80052 -3.60815 3.72457 -0.27
C 4.74751 -4.13024 4.61719 -0.34
C 5.00079 -5.71676 4.37787 -1.15
C 3.18264 -1.47444 2.29751 -0.69
H 4.41422 -3.80919 5.51288 0.52
H 5.83520 -3.79697 4.21104 0.16
H 4.25848 -6.26103 4.78808 0.38
H 5.95007 -6.06371 4.81062 0.35
H 5.01679 -5.81227 3.23089 0.27
H 2.18282 -1.84689 1.98415 0.18
H 3.95155 -1.86432 1.57739 0.36
H 3.44188 -0.44147 2.32683 0.28
O -1.93079 5.37824 1.34789 -0.66
S -1.51864 4.21736 0.66010 1.03
O -2.03718 3.90590 -0.66739 -0.53
O 0.13755 4.33070 0.50400 -0.14
C 0.89000 5.25516 1.28249 -0.51
C 2.34143 5.10298 1.00465 -0.84
C -1.85405 2.90198 1.75680 -0.17
H 0.72583 4.96182 2.41500 0.26
H 0.40357 6.10834 1.12865 0.51
H 2.77882 5.11621 -0.04687 0.32
H 2.55240 4.11083 1.41096 0.15
H 2.78538 5.59178 1.89470 0.35
H -1.68176 3.12646 2.83360 0.47
H -1.17191 2.09442 1.67244 -0.23
H -2.92760 2.55397 1.66425 0.06
O 3.99662 2.06616 -1.99293 -0.71
S 3.82667 1.50862 -0.60497 1.12
O 4.42129 0.25409 -0.35762 -0.57
O 4.56496 2.73718 0.28602 -0.23
C 5.82353 3.29877 -0.22705 -0.22
C 6.66796 4.24702 0.55271 -1.49
C 2.22963 1.43939 -0.08359 0.59
H 5.49514 3.82340 -1.20728 0.25
H 6.40066 2.43926 -0.64566 0.35
H 7.10028 4.82391 -0.03796 0.61
H 7.04725 3.86230 1.44281 0.34
H 5.85822 4.97083 0.64927 0.32
H 1.76280 2.60349 -0.15978 -0.24
H 2.07393 1.17840 0.83317 0.25
H 1.49429 0.84148 -0.91682 -0.49
O -3.58776 0.95432 -5.47961 -0.57
S -2.97431 2.15921 -5.38710 1.16
O -3.57036 3.41680 -4.97998 -0.65
O -1.74609 1.86115 -4.43538 -0.20
C -1.98349 1.98224 -3.05134 -0.83
C -0.74017 1.40992 -2.26865 0.01
C -2.37951 2.49532 -7.00664 -0.94
H -2.99732 1.26814 -2.60813 0.08
H -2.18193 3.03114 -2.75323 0.79
H 0.06051 2.14552 -2.51628 0.39
H -0.25139 0.39362 -2.60045 -0.03
H -0.89314 1.38702 -1.19949 -0.14
H -3.24268 3.10361 -7.48545 0.33
H -2.18547 1.52964 -7.49373 0.31
H -1.46940 3.03940 -6.89610 0.34
C -0.47882 -0.34603 4.57843 0.44
C 0.44258 0.83125 4.56315 0.07
O -0.30624 1.83001 5.41403 -0.48
C -1.50958 1.34330 5.65912 0.65
O -2.28591 2.03237 6.24568 -0.57
O -1.66150 0.10516 5.19609 -0.40
H -0.19466 -1.14059 5.21909 0.29
H -0.47558 -0.63076 3.70402 -0.17
H 0.60439 1.27840 3.41718 -0.30
H 1.25276 0.86839 5.03651 0.51
C 3.86524 -2.19864 -2.72314 -0.53
C 2.47646 -1.75204 -2.37550 -0.24
O 2.13875 -0.55955 -3.06980 -0.05
C 3.13492 -0.30536 -3.85631 0.54
O 3.18549 0.60181 -4.62204 -0.57
O 4.15168 -1.02684 -3.50799 -0.41
H 3.90936 -3.06632 -3.12338 0.52
H 4.45207 -2.13082 -1.85955 0.24
H 2.27165 -1.52862 -1.40341 0.16
H 1.72912 -2.48005 -2.41938 0.32
```

Density functional theory data (wB97M-V/def2-TZVPD) for 12 unconnected molecules or ions with the total composition C26H63F4N25O16P in a non-equilibrium geometry.

Output
charge: +1
LUMO level: -4.77 eV
frontier orbital gap: 5.554 eV

The geometry in XYZ format:
```
135
Properties=species:S:1:pos:R:3:mulliken_charge:R:1
C 2.02183 5.74959 2.54413 -0.83
C 2.37075 4.42132 2.11599 -0.09
C 2.36894 4.10620 0.52165 -0.40
N 3.15735 2.89274 0.15917 0.72
C 2.84423 1.73750 1.00404 -1.36
N 1.43311 1.36281 1.16062 0.02
O 0.89947 0.82689 0.01107 -0.09
C -0.42962 1.38120 -0.09366 0.32
O -0.63656 2.18556 -1.04436 -0.47
C -1.65393 1.03293 0.83986 0.61
C -2.58781 2.24589 1.22729 -0.51
C -3.85515 2.01417 2.10955 -0.57
C -4.26575 0.59013 2.62976 -0.27
C -3.30795 -0.60717 2.25829 -0.47
C -2.03432 -0.37145 1.37032 -0.24
N 3.81676 1.04255 1.62225 0.51
C 3.55113 -0.18004 2.46709 -0.70
P 3.49156 0.23519 4.34250 0.94
O 4.81751 -0.01446 5.06071 -0.64
O 2.36038 -0.88282 5.02276 -0.52
O 2.87699 1.78363 4.64882 -0.37
C 5.26478 1.43374 1.52084 0.60
F 6.06549 0.70747 2.45658 -0.22
F 5.46727 2.80142 1.87807 -0.21
F 5.81474 1.12149 0.25138 -0.21
C 3.15887 2.57243 -1.29129 0.78
C 2.35140 3.58064 -2.23153 -1.08
F 4.54293 2.59832 -1.77728 -0.45
H 1.13864 5.86750 3.27162 0.47
H 2.67446 6.60904 2.16699 0.23
H 2.59027 3.64224 2.92202 0.10
H 1.24553 4.03703 0.25055 0.21
H 2.86408 5.04006 0.04892 0.52
H 0.85561 2.10557 1.58176 0.39
H -2.31359 3.29602 0.83935 0.29
H -4.52719 2.91156 2.36232 0.33
H -5.21532 0.44083 3.25489 0.39
H -3.58673 -1.65547 2.61997 0.31
H -1.38971 -1.28604 1.11780 0.52
H 4.29517 -1.03743 2.24493 0.48
H 2.51256 -0.64498 2.24963 0.50
H 2.57230 -1.76998 4.63590 0.35
H 2.84973 1.95303 5.61853 0.31
H 2.78372 1.50986 -1.53780 0.11
H 1.24961 3.71253 -1.97216 0.12
H 2.87053 4.60699 -2.13748 0.38
H 2.45190 3.30232 -3.34642 0.33
C -7.50759 -0.61020 4.63271 0.61
O -6.82088 0.39252 4.45450 -0.79
N -8.24183 -1.17632 3.64808 -0.29
N -7.58951 -1.23551 5.82813 -0.31
H -8.80785 -1.99709 3.77510 0.20
H -8.20810 -0.73990 2.74124 0.21
H -7.05614 -0.84443 6.58736 0.20
H -8.14528 -2.05672 5.99270 0.19
C -1.94364 -4.32792 1.75121 0.71
O -1.26654 -3.32307 1.57679 -0.68
N -2.67363 -4.89645 0.76308 -0.41
N -2.02086 -4.95787 2.94818 -0.41
H -3.23484 -5.71973 0.88513 0.16
H -2.64168 -4.45658 -0.14265 0.22
H -1.49117 -4.56449 3.70903 0.21
H -2.56968 -5.78226 3.11186 0.16
C 3.23015 5.96088 -5.00770 0.69
O 2.99277 5.88994 -3.80815 -0.68
N 4.08320 6.87185 -5.52979 -0.38
N 2.65822 5.13249 -5.91658 -0.37
H 4.29102 6.94681 -6.50898 0.13
H 4.52876 7.50686 -4.88504 0.21
H 2.01615 4.44004 -5.56702 0.21
H 2.83935 5.17443 -6.90303 0.17
C -8.51234 -5.02763 5.19701 0.63
O -8.12111 -3.90614 4.88383 -0.69
N -7.87450 -6.15589 4.80946 -0.40
N -9.61230 -5.23253 5.95469 -0.34
H -8.17792 -7.08124 5.05353 0.18
H -7.04971 -6.04523 4.24297 0.21
H -10.11583 -4.41708 6.26282 0.18
H -9.94752 -6.14097 6.21953 0.19
C 3.11496 10.44889 -5.89641 0.67
O 4.17362 10.28248 -5.30903 -0.64
N 2.01006 9.71128 -5.63377 -0.36
N 2.95235 11.38559 -6.86277 -0.39
H 1.13160 9.83151 -6.10435 0.17
H 2.09034 9.00362 -4.92090 0.18
H 3.75137 11.95580 -7.08821 0.23
H 2.09131 11.53681 -7.35599 0.16
C 0.00733 5.06882 5.84575 0.63
O 0.15151 5.63091 4.76882 -0.68
N 0.94603 4.24303 6.36959 -0.33
N -1.10030 5.22300 6.60687 -0.43
H 0.84799 3.77254 7.25112 0.17
H 1.78578 4.10418 5.83148 0.18
H -1.82118 5.82997 6.25076 0.23
H -1.23771 4.77114 7.49275 0.16
C -12.26585 -6.72658 3.54135 0.63
O -11.19865 -6.86982 4.12106 -0.63
N -13.35235 -7.49048 3.81034 -0.40
N -12.45445 -5.79112 2.57944 -0.37
H -14.23652 -7.38872 3.34600 0.16
H -13.25174 -8.19780 4.52008 0.22
H -11.66938 -5.20314 2.35094 0.21
H -13.32158 -5.65723 2.09175 0.17
C 3.64044 -1.01668 -4.52245 0.51
O 2.64829 -1.45046 -5.09638 -0.70
N 3.55984 -0.18556 -3.45428 -0.11
N 4.90098 -1.32688 -4.90097 -0.26
H 4.36009 0.18237 -2.96865 0.16
H 2.63730 0.06896 -3.14082 0.05
H 5.00417 -1.94232 -5.69158 0.20
H 5.72825 -0.97811 -4.43853 0.27
C 1.96066 -5.35677 -3.36745 0.65
O 1.42399 -6.35351 -2.90025 -0.72
N 1.49704 -4.72627 -4.47173 -0.31
N 3.06697 -4.79676 -2.81952 -0.35
H 1.92474 -3.90581 -4.86952 0.17
H 0.67538 -5.11095 -4.90949 0.21
H 3.44388 -5.23651 -1.99577 0.20
H 3.52130 -3.97980 -3.18796 0.15
C 2.07530 -9.36963 -5.74837 0.59
O 1.98217 -10.52313 -6.14080 -0.66
N 2.17564 -9.04805 -4.43689 -0.29
N 2.08636 -8.30763 -6.59381 -0.33
H 2.25252 -8.10530 -4.09530 0.15
H 2.17111 -9.80808 -3.77681 0.17
H 2.01364 -8.50447 -7.57860 0.20
H 2.16193 -7.35309 -6.29157 0.16
C 8.43977 0.04671 -4.49797 0.65
O 7.37800 -0.14734 -3.91795 -0.71
N 9.60468 0.24437 -3.83878 -0.43
N 8.53892 0.08016 -5.84785 -0.37
H 10.48468 0.40500 -4.29431 0.16
H 9.57140 0.22664 -2.83226 0.22
H 7.69214 -0.06259 -6.37438 0.21
H 9.39866 0.23766 -6.34167 0.17
```

Question: What is the formula in the second record?
Answer: C26H63F4N25O16P

Question: The highest LUMO level belongs to which entry?
Answer: C26H62N2O25S5